Entry 1:
The following is a DFT calculation (ωB97M-V with the def2-TZVPD basis set) of 2 unconnected molecules or ions with the total composition C4H9NO.

```
! wB97M-V def2-TZVPD RIJCOSX def2/J DEFGRID3
* xyz 0 1
C -1.7635 0.1641 -0.5852
C -0.6691 0.1240 -1.3403
C 0.6575 -0.4212 -0.9373
C 1.6680 0.3783 -0.1971
N 0.9222 -0.6854 0.4737
H -2.6862 0.5778 -0.9849
H -1.7806 -0.1997 0.4399
H -0.7033 0.5018 -2.3620
H 1.0724 -1.1393 -1.6459
H 1.4138 1.3822 0.1334
H 2.7211 0.2159 -0.4170
H 1.4886 -1.5205 0.5900
O -0.9453 -0.0083 2.5731
H -1.1374 0.9053 2.3309
H -0.2583 -0.2751 1.9287
*
```

Electronic energy ... -287.7433 a.u.
SMILES ... C=C[C@H]1CN1.O
M ... 87.122 g/mol
F_max ... 0.27 eV/Å
Relative energy (zero: lowest compared OMol25 entry of this formula, charge and spin) ... 2.426 eV
HOMO ... -9.710 eV

These are the natural (NBO) partial charges, in e, on atoms 1 to 6: -0.3889 -0.2068 -0.1187 -0.2434 -0.6211 0.1998

***

Entry 2:
The following is a DFT calculation (ωB97M-V with the def2-TZVPD basis set) of 2 unconnected molecules or ions with the total composition C4H9NO.

```
! wB97M-V def2-TZVPD RIJCOSX def2/J DEFGRID3
* xyz 0 1
C -0.2346 0.4857 -1.8132
C 0.3473 1.5373 -0.8767
N 0.9340 0.9637 0.3144
C 1.6374 0.0174 0.5621
O 2.3112 -0.8750 0.9289
H -0.6539 0.9652 -2.7034
H -1.0288 -0.0814 -1.3169
H 0.5407 -0.2176 -2.1361
H 1.1193 2.1237 -1.3872
H -0.4306 2.2370 -0.5581
C -0.9794 -1.2920 1.8753
H -1.0144 -0.2334 1.6079
H -1.5314 -1.4532 2.8036
H 0.0616 -1.5955 2.0122
H -1.4257 -1.8879 1.0746
*
```

Electronic energy ... -287.8002 a.u.
SMILES ... CCN=C=O.C
M ... 87.122 g/mol
F_max ... 0.73 eV/Å
Relative energy (zero: lowest compared OMol25 entry of this formula, charge and spin) ... 0.878 eV
HOMO ... -10.292 eV

These are the natural (NBO) partial charges, in e, on atoms 1 to 6: -0.6177 -0.2078 -0.5532 0.8635 -0.5298 0.2179

***

- Which formula does entry 2 have?
  C4H9NO